[1]
DFT (ωB97M-V with the def2-TZVPD basis set) results for one molecule with the formula C7H12.

```
19
Properties=species:S:1:pos:R:3:forces:R:3:nbo_charge:R:1
C -0.37495 0.26084 -3.58478 -0.748 -0.493 0.572 -0.66
C -0.48405 -0.15692 -2.13295 -0.367 -1.035 -0.039 -0.16
C -0.61941 0.72513 -1.14074 0.511 -0.123 -1.108 -0.23
C -0.34453 0.61074 0.29203 -1.337 0.191 -0.928 -0.23
C 0.60739 -0.10679 0.87338 -0.222 1.005 1.062 -0.16
C 0.89634 0.04484 2.34589 -0.317 -1.495 0.441 -0.43
C 0.22094 -1.08667 3.17149 0.007 -0.258 -0.719 -0.60
H 0.62970 0.68452 -3.72949 -0.692 0.457 -0.287 0.22
H -1.27547 0.88010 -3.73688 0.902 0.490 -0.554 0.22
H -0.47245 -0.58362 -4.27484 0.043 0.029 0.233 0.21
H -0.57600 -1.23643 -1.97627 0.722 0.213 0.420 0.19
H -0.86943 1.71847 -1.52637 0.364 0.213 0.479 0.19
H -1.05063 1.26603 0.81760 0.739 -0.204 0.626 0.20
H 1.28745 -0.75840 0.34860 -0.059 -0.011 -0.460 0.20
H 1.97086 -0.09566 2.44054 0.168 0.522 0.389 0.20
H 0.54837 0.96025 2.81624 0.236 0.434 -0.571 0.21
H 0.09936 -0.82321 4.22644 0.100 -0.117 -0.182 0.21
H -0.75615 -1.29715 2.71774 0.033 0.113 0.383 0.21
H 0.79637 -2.01319 3.07035 -0.082 0.070 0.243 0.20
```
Positions in Å, forces in eV/Å.

Computed properties:
**HOMO energy**: -8.37 eV
**Max |F|**: 1.64 eV/A
**Charge**: 0
**HOMO-LUMO gap**: 9.5 eV
**E_tot**: -7451.828 eV
**ΔE to the lowest compared entry with this formula, charge and spin**: 37.0 kcal per mole

=====

[2]
DFT (ωB97M-V with the def2-TZVPD basis set) results for one molecule with the formula C7H12.

```
19
Properties=species:S:1:pos:R:3:forces:R:3:nbo_charge:R:1
C -1.48299 0.36844 1.48264 -1.941 0.680 1.164 -0.39
C -0.33565 -0.18328 1.15874 -0.302 0.425 -0.940 -0.02
C 0.44463 -1.03118 2.10408 0.712 -1.287 1.016 -0.66
C 0.34762 0.18767 -0.15493 0.692 -0.543 2.061 0.00
C 1.38799 0.96785 0.08727 1.846 1.665 -2.147 -0.40
C -0.05035 -0.51632 -1.42467 -1.987 -1.594 1.479 -0.45
C -0.38726 0.37674 -2.55334 1.559 1.791 -2.490 -0.60
H -2.06624 1.14028 0.98598 0.588 -0.229 -0.956 0.20
H -2.04222 0.18926 2.40818 0.750 -0.455 0.131 0.19
H 0.09100 -2.04976 2.33303 -0.665 0.364 -0.312 0.23
H 1.42216 -1.26040 1.70387 0.391 0.319 -0.177 0.22
H 0.60935 -0.59306 3.10536 -0.215 0.190 -0.545 0.22
H 2.16568 1.26719 -0.64827 -0.858 -0.548 -0.320 0.19
H 1.64013 1.59707 0.92872 -0.704 -0.716 0.952 0.21
H -1.03040 -1.01527 -1.15191 0.873 0.400 -0.156 0.21
H 0.56290 -1.39389 -1.65619 0.399 0.446 -0.168 0.23
H 0.53246 0.75579 -3.11648 -0.807 -0.315 0.969 0.20
H -0.88807 1.30050 -2.20156 -0.065 -0.675 -0.290 0.22
H -0.92076 -0.10765 -3.39052 -0.265 0.082 0.728 0.22
```
Positions in Å, forces in eV/Å.

Computed properties:
**HOMO energy**: -9.20 eV
**Max |F|**: 3.44 eV/A
**Charge**: 0
**HOMO-LUMO gap**: 10.2 eV
**E_tot**: -7451.376 eV
**ΔE to the lowest compared entry with this formula, charge and spin**: 47.4 kcal per mole

=====

[3]
DFT (ωB97M-V with the def2-TZVPD basis set) results for a 2-piece molecular cluster, C7H12BCl3FN2O8P overall.

```
35
Properties=species:S:1:pos:R:3:forces:R:3:nbo_charge:R:1
C -1.15386 2.75940 -2.03854 1.052 0.349 0.439 -0.09
C -1.41235 1.62470 -1.76567 -1.143 -0.920 -0.118 -0.16
C -1.75274 0.21658 -1.51095 0.713 0.352 -0.360 -0.48
C -0.95091 -0.34784 -0.25248 -0.904 1.925 -0.676 0.13
Cl 0.50069 0.68809 -0.08216 0.018 -1.114 0.281 0.07
C -1.87771 -0.33629 0.99403 -0.464 -0.411 -0.790 -0.32
N -1.69770 -1.44593 1.92797 0.954 0.648 0.716 -0.02
F -2.55776 -2.51558 1.54659 -0.128 -0.090 -0.749 -0.28
C -0.35428 -2.00487 1.95203 -0.783 0.332 0.096 -0.44
P 0.84500 -0.90091 2.94834 1.601 0.328 0.195 1.13
O 0.13591 0.57170 3.02623 -0.668 -0.833 0.090 -0.99
Cl 0.61017 -1.68666 4.87104 -0.531 0.247 -0.752 -0.29
C 0.19536 -2.44377 0.54334 0.505 -0.938 1.463 0.24
O 1.58810 -2.30481 0.50206 -1.040 -0.545 -1.036 -0.68
B 2.26560 -3.22019 -0.31939 1.495 -0.245 0.074 1.31
O 3.60409 -3.42245 -0.04028 -0.879 0.621 -0.267 -0.90
O 1.69773 -3.90725 -1.38897 -0.323 0.810 0.507 -0.91
N -0.54464 -1.74269 -0.56273 -0.349 0.165 0.056 -0.57
H -0.58619 3.68358 -2.06767 -0.501 0.399 -0.308 0.31
H -1.45476 -0.32975 -2.42816 -0.034 -0.101 0.375 0.22
H -2.83512 0.07833 -1.40435 0.230 -0.064 0.177 0.25
H -2.90539 -0.42527 0.61173 0.255 -0.051 0.294 0.25
H -1.82233 0.64925 1.46905 0.256 -0.439 0.219 0.29
H -0.41476 -2.93338 2.53706 0.118 0.362 -0.028 0.28
H 0.77948 1.27383 2.86243 0.069 -0.082 0.048 0.53
H -0.04775 -3.51093 0.43404 -0.163 0.389 -0.261 0.22
H 4.07918 -2.71826 -0.50463 0.535 -0.279 0.261 0.51
H 1.36612 -3.29226 -2.05180 -0.127 -0.394 -0.229 0.49
H -1.41774 -2.26387 -0.72478 0.111 -0.035 0.066 0.45
H -0.04932 -1.73196 -1.45796 0.228 -0.055 0.210 0.44
O 0.77788 7.75725 -1.53295 -0.065 -0.088 -0.003 -0.85
Cl 1.24011 6.39622 -1.52409 0.311 0.202 0.088 2.55
O 0.14526 5.51819 -1.91563 -0.240 -0.254 -0.075 -0.93
O 1.67728 6.03129 -0.19570 -0.053 -0.103 -0.010 -0.88
O 2.32736 6.23652 -2.45705 -0.056 -0.089 0.008 -0.87
```
Positions in Å, forces in eV/Å.

Computed properties:
**HOMO energy**: -7.87 eV
**Max |F|**: 2.23 eV/A
**Charge**: 0
**HOMO-LUMO gap**: 5.9 eV
**E_tot**: -77053.520 eV

=====

[4]
DFT (ωB97M-V with the def2-TZVPD basis set) results for one molecule with the formula C7H12ClFO3.

```
24
Properties=species:S:1:pos:R:3:forces:R:3:nbo_charge:R:1
C 3.02153 0.51259 0.45202 0.164 0.182 -0.268 -0.63
C 2.02762 1.62953 0.15896 0.151 -0.205 -0.247 -0.20
Cl 2.30815 3.02627 1.24019 0.016 0.112 0.059 -0.06
C 0.57578 1.21277 0.21137 -0.184 0.319 0.039 -0.09
O 0.22313 0.72629 1.51684 0.110 -0.138 0.095 -0.53
C -0.01585 -0.59876 1.60014 0.250 -0.441 0.494 1.00
O 0.74736 -1.39117 2.07438 -0.306 0.372 -0.390 -0.55
O -1.26900 -0.92065 1.18609 0.200 0.424 -0.515 -0.53
C -1.35011 -1.84137 0.09706 -0.097 -0.626 -0.012 -0.11
C -1.93729 -1.22389 -1.17559 0.031 0.250 0.075 0.18
C -2.58656 0.13446 -1.01540 -0.003 0.048 -0.070 -0.65
F -0.88506 -1.10192 -2.11290 -0.070 0.048 0.156 -0.38
H 3.95939 0.72223 -0.06446 0.010 0.032 0.109 0.22
H 2.64353 -0.43212 0.05987 -0.010 -0.058 0.120 0.22
H 3.23660 0.42386 1.51277 -0.211 -0.140 0.050 0.24
H 2.20026 2.00880 -0.85016 -0.068 0.014 0.030 0.22
H -0.05982 2.07189 -0.00884 -0.002 -0.024 0.111 0.20
H 0.39136 0.46423 -0.56225 0.038 -0.136 0.047 0.20
H -0.36009 -2.23362 -0.14400 0.002 0.031 0.044 0.22
H -1.94904 -2.69798 0.40955 -0.106 0.162 0.125 0.20
H -2.65597 -1.91604 -1.61663 0.160 -0.105 -0.081 0.17
H -2.61114 0.61194 -1.99517 -0.117 -0.040 0.012 0.23
H -3.60820 0.03537 -0.64822 0.023 -0.036 0.025 0.23
H -2.04657 0.77728 -0.32561 0.019 -0.045 -0.007 0.22
```
Positions in Å, forces in eV/Å.

Computed properties:
**HOMO energy**: -10.60 eV
**Max |F|**: 0.71 eV/A
**Charge**: 0
**HOMO-LUMO gap**: 11.3 eV
**E_tot**: -28835.735 eV
**ΔE to the lowest compared entry with this formula, charge and spin**: 0.0 kcal per mole